1.
{"formula": "C39H49N2ORuSb", "method": "ωB97M-V with the def2-TZVPD basis set", "symbols": ["Ru", "C", "C", "C", "C", "C", "C", "C", "C", "C", "C", "C", "C", "N", "C", "C", "N", "C", "C", "C", "C", "C", "C", "C", "C", "C", "C", "C", "C", "C", "C", "C", "C", "C", "C", "C", "C", "C", "C", "H", "H", "H", "H", "H", "H", "H", "H", "H", "H", "H", "H", "H", "H", "H", "H", "H", "H", "H", "H", "H", "H", "H", "H", "H", "H", "H", "H", "H", "H", "H", "H", "H", "H", "H", "H", "H", "H", "H", "H", "C", "Sb", "C", "C", "H", "H", "H", "H", "H", "H", "H", "H", "H", "O"], "xyz": [[-1.4425, -0.6959, -1.4620], [1.2469, -4.2827, -1.7028], [1.9681, -3.0865, -1.0761], [3.1580, -3.5432, -0.2296], [2.3735, -2.0945, -2.1542], [3.3721, -2.4645, -3.0455], [3.7480, -1.6279, -4.0796], [3.1059, -0.4133, -4.2292], [2.0918, 0.0022, -3.3684], [1.5163, 1.3920, -3.6108], [1.9900, 2.2591, -2.4333], [0.0245, 1.3736, -3.9985], [1.7392, -0.8412, -2.3005], [0.6980, -0.5709, -1.3645], [0.9558, -0.2154, -0.1080], [-0.0863, -0.2093, 0.8896], [-1.3334, -0.5619, 0.5784], [-2.3067, -0.7230, 1.6294], [-3.3194, 0.1878, 1.9811], [-4.1636, -0.1614, 3.0374], [-4.0562, -1.3604, 3.7106], [-3.0807, -2.2642, 3.3295], [-2.2030, -1.9656, 2.2978], [-1.1953, -3.0177, 1.8604], [-1.8253, -3.9088, 0.7847], [-0.6458, -3.8565, 3.0130], [-3.5968, 1.5339, 1.3279], [-4.1196, 1.3183, -0.1153], [-2.4172, 2.4858, 1.5870], [0.5054, 0.2154, 2.1682], [0.0439, 0.4259, 3.4408], [0.9649, 0.8536, 4.4347], [2.2939, 1.0612, 4.1712], [2.7979, 0.8503, 2.8596], [4.1366, 1.0169, 2.4168], [4.4649, 0.7713, 1.1073], [3.5075, 0.3504, 0.1484], [2.2086, 0.1847, 0.5514], [1.8801, 0.4367, 1.9048], [0.8949, -4.9672, -0.9283], [1.9131, -4.8370, -2.3675], [0.3831, -3.9590, -2.2873], [1.2628, -2.6101, -0.3982], [3.8654, -4.1357, -0.8132], [2.8116, -4.1648, 0.5985], [3.6932, -2.6888, 0.1882], [3.8534, -3.4284, -2.9332], [4.5295, -1.9212, -4.7686], [3.3951, 0.2487, -5.0371], [2.0314, 1.7683, -4.4990], [1.4518, 2.0308, -1.5125], [1.9250, 3.3307, -2.6030], [3.0437, 2.0394, -2.2562], [-0.6270, 1.1139, -3.1648], [-0.1071, 0.6311, -4.7897], [-0.3171, 2.3190, -4.4123], [-4.9357, 0.5426, 3.3240], [-4.7376, -1.5951, 4.5183], [-3.0085, -3.2183, 3.8339], [-0.3385, -2.5196, 1.4092], [-2.6886, -4.4417, 1.1901], [-1.1051, -4.6468, 0.4245], [-2.1701, -3.3175, -0.0666], [-1.3968, -4.5315, 3.4276], [-0.2706, -3.2250, 3.8203], [0.1791, -4.4746, 2.6537], [-4.4408, 1.9784, 1.8633], [-3.3393, 0.9342, -0.7585], [-4.5250, 2.2311, -0.5418], [-4.9576, 0.6214, -0.1147], [-1.5330, 2.2251, 1.0186], [-2.1247, 2.4337, 2.6382], [-2.6846, 3.5157, 1.3536], [-0.9945, 0.2794, 3.7079], [0.5946, 1.0173, 5.4388], [2.9628, 1.3841, 4.9596], [4.8983, 1.3360, 3.1179], [5.4911, 0.9007, 0.7878], [3.8170, 0.1701, -0.8728], [-3.2193, 4.1296, -1.3024], [-1.5594, 2.7560, -1.3384], [-0.7714, 4.1677, -2.7763], [-0.3133, 3.9091, 0.0906], [-2.7862, 5.1272, -1.2604], [-3.9044, 4.0242, -0.4688], [-3.7747, 4.0084, -2.2330], [-0.9773, 5.1525, -2.3631], [-1.2938, 4.0845, -3.7313], [0.2881, 4.0856, -2.9699], [-0.4624, 4.9575, -0.1611], [0.7265, 3.6316, -0.0921], [-0.5175, 3.7143, 1.1410], [-3.1296, -0.9722, -1.6355]], "e_homo_ev": [-6.5, -8.0], "spin_multiplicity": 5, "lumo_energy_ev": [-0.4, -0.9], "total_energy_ev": -55382.3722}

=====

2.
{"formula": "C39H50Br2CrN4O2SSi4Te2", "method": "ωB97M-V with the def2-TZVPD basis set", "symbols": ["Cr", "N", "C", "S", "N", "N", "C", "C", "C", "C", "C", "C", "C", "O", "H", "H", "H", "H", "H", "H", "H", "C", "C", "C", "C", "C", "C", "Br", "C", "C", "Br", "C", "O", "C", "N", "H", "H", "H", "H", "H", "H", "Te", "C", "C", "C", "C", "C", "C", "C", "C", "C", "C", "C", "C", "H", "H", "H", "H", "H", "H", "H", "H", "H", "H", "C", "Si", "C", "C", "Si", "Te", "Si", "C", "C", "C", "Si", "C", "C", "C", "H", "H", "H", "H", "H", "H", "H", "H", "H", "H", "H", "H", "H", "H", "H", "H", "H", "H", "H", "H", "H", "H", "H", "H", "H", "H", "H"], "xyz": [[-1.7560, 0.4371, -1.2634], [-0.8809, 4.7477, -1.2145], [-1.3994, 3.4903, -1.0420], [-1.5263, 2.4845, -2.4662], [-1.7482, 3.1474, 0.1532], [-2.1828, 1.8309, 0.2435], [-2.8320, 1.5765, 1.3204], [-3.4094, 0.3138, 1.6951], [-4.0768, 0.2343, 2.9263], [-4.6663, -0.9321, 3.3530], [-4.5998, -2.0649, 2.5348], [-3.9497, -2.0185, 1.3222], [-3.3343, -0.8348, 0.8781], [-2.7335, -0.8323, -0.2830], [-0.9134, 5.1201, -2.1469], [-1.0511, 5.3932, -0.4602], [-2.9549, 2.4095, 2.0118], [-4.1122, 1.1215, 3.5497], [-5.1687, -0.9754, 4.3102], [-5.0578, -2.9923, 2.8569], [-3.8789, -2.8872, 0.6806], [-5.1057, 2.5797, -1.1159], [-5.2749, 1.2582, -1.8068], [-6.5682, 0.7486, -2.0649], [-6.7174, -0.4390, -2.7105], [-5.5738, -1.1612, -3.1152], [-5.5905, -2.3908, -3.8103], [-7.2441, -3.2087, -4.2897], [-4.4329, -3.0197, -4.1530], [-3.1952, -2.4569, -3.8056], [-1.6273, -3.4042, -4.2857], [-3.0799, -1.2620, -3.1164], [-1.9410, -0.7325, -2.7828], [-4.3187, -0.5972, -2.7893], [-4.1988, 0.5976, -2.1569], [-5.8502, 3.2980, -1.4630], [-4.1095, 2.9735, -1.2993], [-5.2357, 2.4598, -0.0372], [-7.4352, 1.3146, -1.7476], [-7.7009, -0.8382, -2.9196], [-4.4586, -3.9595, -4.6857], [0.9698, 0.5392, -1.8866], [1.7096, -1.4390, -2.0574], [0.9052, -2.5297, -1.7607], [1.3925, -3.8153, -1.9531], [2.6772, -4.0090, -2.4448], [3.4779, -2.9166, -2.7441], [2.9944, -1.6295, -2.5509], [1.0852, 0.7532, -3.9983], [0.4492, -0.1543, -4.8402], [0.5634, -0.0255, -6.2176], [1.3120, 1.0105, -6.7617], [1.9444, 1.9193, -5.9260], [1.8306, 1.7902, -4.5470], [-0.0946, -2.3805, -1.3739], [0.7618, -4.6649, -1.7234], [3.0566, -5.0129, -2.5913], [4.4831, -3.0628, -3.1197], [3.6166, -0.7749, -2.7925], [-0.1400, -0.9569, -4.4184], [0.0632, -0.7373, -6.8632], [1.4018, 1.1090, -7.8367], [2.5287, 2.7291, -6.3459], [2.3230, 2.5045, -3.8961], [2.0631, 3.1922, 1.0957], [3.3497, 1.9207, 1.5976], [4.3326, 1.4138, 0.0731], [4.5498, 2.7542, 2.7952], [2.3225, 0.0508, 2.5381], [0.2344, -0.4913, 1.3116], [1.6239, 0.5799, 4.6936], [0.6832, 2.2094, 4.6442], [0.4882, -0.7580, 5.3640], [3.0649, 0.7682, 5.9024], [3.7484, -1.7877, 2.5685], [4.0067, -2.4357, 0.8312], [5.4307, -1.3342, 3.3010], [2.9949, -3.1494, 3.6255], [2.5354, 4.1069, 0.7245], [1.4224, 3.4521, 1.9413], [1.4218, 2.7897, 0.3108], [4.7028, 2.2870, -0.4725], [3.7001, 0.8326, -0.6001], [5.1905, 0.7946, 0.3494], [5.0454, 3.6106, 2.3290], [5.3204, 2.0543, 3.1291], [4.0175, 3.1155, 3.6792], [-0.0771, 2.1680, 3.8599], [1.3540, 3.0453, 4.4305], [0.1897, 2.4056, 5.6006], [-0.2431, -1.0355, 4.6013], [-0.0467, -0.4060, 6.2511], [1.0551, -1.6499, 5.6399], [3.8183, 1.4537, 5.5065], [3.5451, -0.2001, 6.0683], [2.7370, 1.1491, 6.8739], [4.5513, -1.7136, 0.2196], [3.0384, -2.6143, 0.3547], [4.5687, -3.3744, 0.8322], [5.9421, -0.6112, 2.6593], [6.0785, -2.2098, 3.4009], [5.3131, -0.8830, 4.2895], [1.9455, -3.2870, 3.3539], [3.0435, -2.8887, 4.6860], [3.5165, -4.1001, 3.4853]], "e_homo_ev": [-3.9, -3.9], "spin_multiplicity": 4, "lumo_energy_ev": [1.7, 2.2], "relative_energy_kcal_mol": 12.5, "total_energy_ev": -276757.0663, "charge": -1}

=====

3.
{"formula": "C39H50Br3GeIN3OPtSi", "method": "ωB97M-V with the def2-TZVPD basis set", "symbols": ["Pt", "O", "C", "C", "C", "N", "C", "Br", "C", "H", "H", "H", "H", "C", "Ge", "C", "C", "C", "C", "C", "C", "C", "C", "C", "C", "C", "C", "C", "C", "C", "C", "C", "C", "H", "H", "H", "H", "H", "H", "H", "H", "H", "H", "H", "H", "H", "H", "H", "H", "Br", "C", "C", "C", "C", "Si", "Br", "C", "C", "C", "C", "C", "C", "C", "C", "H", "H", "H", "H", "H", "H", "H", "H", "H", "H", "H", "H", "H", "H", "H", "H", "H", "H", "H", "H", "H", "H", "H", "H", "H", "H", "H", "I", "C", "C", "N", "N", "C", "H", "H", "H"], "xyz": [[-0.0012, -1.6568, 1.1019], [5.6543, 0.6942, 1.8091], [4.4356, 0.1649, 1.6728], [4.1510, -1.1848, 1.8835], [2.8662, -1.6155, 1.6950], [1.8572, -0.8047, 1.3148], [2.1388, 0.4954, 1.1336], [0.7685, 1.6483, 0.6159], [3.4039, 1.0143, 1.3012], [6.2977, 0.0308, 2.0874], [4.9153, -1.8868, 2.1880], [2.6001, -2.6507, 1.8511], [3.5927, 2.0640, 1.1374], [0.4917, -2.6885, -0.3873], [1.0797, -2.2547, -2.2504], [-0.6036, -1.6651, -3.0169], [-0.7179, -0.5217, -3.8050], [-1.9499, -0.1555, -4.3322], [-3.0732, -0.9307, -4.0832], [-2.9704, -2.0758, -3.3058], [-1.7413, -2.4401, -2.7794], [1.6331, -3.9711, -2.9596], [2.4668, -4.8094, -2.2181], [2.8672, -6.0384, -2.7215], [2.4340, -6.4422, -3.9772], [1.6015, -5.6203, -4.7229], [1.2018, -4.3912, -4.2160], [2.5103, -0.9477, -2.2294], [3.8406, -1.3685, -2.2278], [4.8719, -0.4395, -2.2020], [4.5839, 0.9189, -2.1885], [3.2643, 1.3479, -2.2012], [2.2337, 0.4182, -2.2156], [0.2334, -3.7554, -0.3113], [0.1521, 0.0864, -4.0211], [-2.0299, 0.7381, -4.9399], [-4.0296, -0.6494, -4.5042], [-3.8424, -2.6905, -3.1189], [-1.6677, -3.3603, -2.2080], [2.8147, -4.5068, -1.2334], [3.5144, -6.6804, -2.1381], [2.7439, -7.4004, -4.3727], [1.2608, -5.9375, -5.6997], [0.5432, -3.7603, -4.8028], [4.0766, -2.4259, -2.2717], [5.9009, -0.7752, -2.2142], [5.3889, 1.6425, -2.1787], [3.0352, 2.4059, -2.1979], [1.2080, 0.7649, -2.2215], [-0.7853, -0.4081, 3.1166], [-5.7557, 1.6683, -2.5935], [-5.7135, 1.7956, -1.0628], [-6.9255, 2.6307, -0.6154], [-5.8749, 0.3685, -0.5172], [-4.0732, 2.6223, -0.4970], [-2.5105, 0.9707, -0.6998], [-3.4526, 4.0096, -1.6612], [-4.5671, 5.0413, -1.9091], [-2.2545, 4.7425, -1.0389], [-2.9686, 3.4674, -3.0159], [-4.0180, 3.0737, 1.3680], [-4.7365, 4.4100, 1.6232], [-2.5824, 3.1856, 1.9095], [-4.7083, 1.9922, 2.2130], [-6.6585, 1.1180, -2.8774], [-4.8937, 1.1138, -2.9734], [-5.7960, 2.6338, -3.0952], [-7.8370, 2.1903, -1.0312], [-6.8737, 3.6619, -0.9679], [-7.0410, 2.6507, 0.4684], [-6.8271, -0.0357, -0.8766], [-5.8953, 0.3314, 0.5709], [-5.0796, -0.2870, -0.8771], [-4.9628, 5.4619, -0.9833], [-5.4014, 4.6255, -2.4739], [-4.1611, 5.8709, -2.4960], [-2.5231, 5.2993, -0.1419], [-1.8671, 5.4627, -1.7659], [-1.4414, 4.0559, -0.7906], [-3.7425, 2.9450, -3.5732], [-2.1218, 2.7901, -2.8942], [-2.6361, 4.3117, -3.6282], [-4.2154, 5.2495, 1.1621], [-4.7643, 4.6008, 2.7004], [-5.7671, 4.4134, 1.2647], [-2.0000, 3.9636, 1.4204], [-2.0422, 2.2412, 1.8303], [-2.6350, 3.4391, 2.9731], [-5.7774, 1.9193, 2.0188], [-4.5838, 2.2372, 3.2719], [-4.2566, 1.0078, 2.0579], [-4.8856, -5.3181, 0.0666], [-3.6819, -3.7446, 0.6101], [-4.0717, -2.4874, 1.0323], [-2.9585, -1.7899, 1.2608], [-1.8647, -2.5124, 1.0057], [-2.2889, -3.7125, 0.6102], [-5.0465, -2.0574, 1.1863], [-2.8406, -0.8451, 1.6120], [-1.5962, -4.4972, 0.3612]], "e_homo_ev": [-11.4, -11.4], "lumo_energy_ev": [-4.4, -4.4], "relative_energy_kcal_mol": 0.0, "total_energy_ev": -333637.4512, "charge": 1}

=====

4.
{"formula": "C39H50ClN7O6S2Sc", "method": "ωB97M-V with the def2-TZVPD basis set", "symbols": ["Sc", "N", "C", "S", "N", "N", "C", "C", "C", "C", "C", "C", "C", "O", "H", "H", "H", "H", "H", "H", "H", "N", "C", "C", "C", "N", "C", "C", "N", "C", "H", "H", "H", "H", "H", "H", "H", "H", "H", "H", "H", "H", "H", "H", "H", "H", "O", "S", "C", "C", "C", "C", "C", "C", "C", "C", "C", "C", "C", "C", "C", "C", "H", "H", "H", "H", "H", "H", "H", "H", "H", "H", "H", "H", "H", "H", "C", "C", "N", "O", "H", "H", "H", "H", "H", "C", "C", "C", "C", "Cl", "C", "C", "C", "O", "C", "C", "O", "O", "H", "H", "H", "H", "H", "H", "H", "H"], "xyz": [[-0.3345, 0.8879, -0.1321], [0.3558, 3.8496, -3.7070], [-0.1151, 2.9473, -2.8032], [-0.1766, 3.4479, -1.1440], [-0.4429, 1.7783, -3.2490], [-0.8817, 0.8431, -2.3319], [-1.4823, -0.1357, -2.9185], [-2.2078, -1.2016, -2.2809], [-2.8892, -2.1095, -3.1043], [-3.7417, -3.0571, -2.5839], [-3.9587, -3.0833, -1.2095], [-3.2772, -2.2192, -0.3755], [-2.3458, -1.2905, -0.8767], [-1.6210, -0.5690, -0.0456], [0.3480, 4.8124, -3.4224], [0.1969, 3.6532, -4.6831], [-1.5240, -0.0885, -4.0056], [-2.7434, -2.0372, -4.1756], [-4.2548, -3.7525, -3.2331], [-4.6683, -3.7838, -0.7881], [-3.4899, -2.2244, 0.6878], [-1.1363, -2.1066, 2.3162], [-0.8956, -3.4668, 2.8724], [-0.7688, -4.4988, 1.7453], [0.4414, -4.2535, 0.8315], [0.2290, -3.0500, 0.0243], [1.7092, -4.1197, 1.6828], [1.6113, -3.0860, 2.8083], [1.4523, -1.7213, 2.2755], [0.3967, -3.4089, 3.7001], [-1.5918, -2.0858, 1.4103], [-0.1290, -1.7051, 2.1301], [-1.6193, -1.4728, 2.9470], [-1.7358, -3.7455, 3.5111], [-1.6873, -4.5154, 1.1513], [-0.6570, -5.4841, 2.2015], [0.5657, -5.1451, 0.2012], [-0.5742, -3.1698, -0.5860], [1.0278, -2.8769, -0.5812], [2.5475, -3.8708, 1.0332], [1.9205, -5.0905, 2.1366], [2.5226, -3.1668, 3.4106], [1.8859, -1.5825, 1.3713], [1.7276, -0.9958, 2.9257], [0.3018, -2.6500, 4.4831], [0.5572, -4.3713, 4.1866], [1.5638, -0.2068, -0.8537], [2.9556, 0.3901, -0.7105], [2.9965, 1.7869, -1.9158], [3.1796, 1.4314, -3.3583], [4.2946, 1.9024, -4.0469], [4.5104, 1.5468, -5.3699], [3.6180, 0.7070, -6.0180], [2.4957, 0.2463, -5.3433], [2.2746, 0.6058, -4.0232], [4.1927, -0.7066, -1.5577], [3.8947, -2.1705, -1.5131], [3.1652, -2.7641, -2.5412], [2.9801, -4.1377, -2.5679], [3.5320, -4.9349, -1.5740], [4.2438, -4.3493, -0.5378], [4.4141, -2.9729, -0.5009], [3.7941, 2.4478, -1.5705], [2.0384, 2.2749, -1.7279], [5.0030, 2.5492, -3.5417], [5.3807, 1.9247, -5.8903], [3.8022, 0.4064, -7.0409], [1.7885, -0.3981, -5.8503], [1.4056, 0.2356, -3.4982], [5.1087, -0.4762, -1.0106], [4.2934, -0.3741, -2.5852], [2.7676, -2.1436, -3.3348], [2.4294, -4.5918, -3.3813], [3.4221, -6.0105, -1.6165], [4.6840, -4.9671, 0.2346], [4.9880, -2.5188, 0.3000], [3.1670, 2.4183, 2.5069], [2.1447, 2.7471, 1.4545], [1.9720, 4.0330, 1.1625], [1.5069, 1.8430, 0.8902], [4.0733, 3.0080, 2.3741], [3.4076, 1.3598, 2.4646], [2.7521, 2.6469, 3.4901], [2.4963, 4.7581, 1.6195], [1.3026, 4.2789, 0.4379], [-1.2942, 0.4852, 5.5522], [-2.6766, 1.0456, 5.2952], [-3.7407, 0.3778, 5.9062], [-5.0403, 0.8354, 5.8349], [-6.2971, -0.0363, 6.6476], [-5.3295, 1.9910, 5.1284], [-4.2980, 2.6471, 4.4938], [-2.9775, 2.1991, 4.5586], [-2.1227, 3.0438, 3.8914], [-0.8512, 2.6678, 3.4281], [-0.8942, 1.7082, 2.2337], [-1.4407, 2.0744, 1.1610], [-0.3126, 0.5979, 2.3104], [-1.3882, -0.4651, 6.0779], [-0.7219, 1.1548, 6.1981], [-0.7237, 0.3261, 4.6402], [-3.5367, -0.5161, 6.4817], [-6.3417, 2.3654, 5.0727], [-4.4892, 3.5436, 3.9191], [-0.2075, 2.2654, 4.2088], [-0.4170, 3.5971, 3.0542]], "e_homo_ev": -9.8, "lumo_energy_ev": -2.0, "relative_energy_kcal_mol": 35.8, "total_energy_ev": -118865.5810, "charge": 1}